19
Properties=species:S:1:pos:R:3:lowdin_spin:R:1 method="wB97M-V/def2-TZVPD" spin_multiplicity=2 charge=-1 total_energy_ev=-13536.100 homo_ev="-3.801 / -3.774" s2=0.75
C 0.93 3.35 -3.31 0.0017
C -0.52 3.15 -3.71 0.0005
H 1.60 3.25 -4.18 0.0006
H 1.07 4.34 -2.85 0.0002
H -0.65 2.17 -4.17 0.0001
H -0.82 3.93 -4.42 0.0001
H -1.18 3.21 -2.83 0.0002
O 1.35 2.29 -2.24 0.0348
H 2.26 2.50 -1.98 0.0018
C 0.08 2.60 0.37 0.7138
C -0.48 3.98 0.30 0.0894
O -1.45 4.14 1.31 0.0445
C -1.76 5.44 1.71 0.0047
O -1.79 6.32 0.83 0.0060
O -1.99 5.54 2.93 0.0059
H 1.00 2.44 0.93 0.0437
H -0.56 1.76 0.07 0.0379
H -0.93 4.16 -0.70 0.0113
H 0.32 4.73 0.41 0.0028